Record 1
{
  "formula": "H13O6",
  "method": "ωB97M-V/def2-TZVPD",
  "de_lowest_ev": 1.146,
  "e_lumo_ev": -3.47,
  "total_charge": 1,
  "symbols": ["O", "H", "H", "H", "O", "H", "H", "O", "H", "H", "O", "H", "H", "O", "H", "H", "O", "H", "H"],
  "coordinates": [[-21.768000, -1.027000, -6.654000], [-21.494000, -1.945000, -6.395000], [-21.114000, -0.716000, -7.365000], [-21.757000, -0.421000, -5.843000], [-20.487000, -2.808000, -5.272000], [-20.647000, -2.711000, -4.328000], [-20.244000, -3.758000, -5.330000], [-20.161000, 1.252000, -6.552000], [-19.920000, 1.696000, -5.764000], [-19.336000, 1.042000, -6.976000], [-22.012000, 0.190000, -4.327000], [-21.417000, -0.194000, -3.679000], [-22.570000, 0.645000, -3.669000], [-18.661000, -3.577000, -7.434000], [-19.112000, -3.038000, -6.787000], [-17.964000, -2.995000, -7.683000], [-20.429000, -0.630000, -8.996000], [-20.134000, 0.260000, -9.288000], [-19.908000, -1.075000, -9.669000]],
  "forces_ev_per_a": [[0.481, 0.310, -0.660], [0.012, 0.216, 0.442], [-0.649, -0.102, 0.305], [-0.127, -0.197, -0.407], [0.217, -1.198, 0.145], [-0.071, 0.206, 0.144], [-0.224, 0.550, -0.202], [-0.756, -0.827, -1.019], [0.267, 0.843, 1.279], [0.612, -0.031, -0.289], [-0.062, 0.180, 1.286], [0.734, -0.414, -0.200], [-0.502, 0.209, -1.022], [-0.786, -0.386, 0.189], [-0.247, 0.131, 0.330], [1.187, 0.402, -0.590], [0.901, 1.461, -0.595], [-0.861, -0.004, 0.788], [-0.126, -1.350, 0.076]]
}


Record 2
{
  "formula": "C13H2Cl9MoO2",
  "method": "ωB97M-V/def2-TZVPD",
  "de_lowest_ev": 0.000,
  "e_lumo_ev": [-6.36, -6.36],
  "total_charge": 1,
  "symbols": ["Mo", "Cl", "C", "C", "Cl", "C", "Cl", "C", "O", "C", "O", "C", "Cl", "Cl", "C", "C", "C", "Cl", "C", "Cl", "C", "Cl", "C", "Cl", "C", "H", "H"],
  "coordinates": [[-0.843626, -0.524896, 0.409446], [0.854842, -3.009167, -5.604154], [0.718365, -2.014286, -4.224831], [1.270034, -0.709314, -4.248308], [2.052978, -0.140735, -5.657253], [1.184029, 0.120296, -3.140860], [1.823111, 1.703307, -3.087594], [0.543788, -0.395323, -2.025833], [0.362892, 0.227511, -0.839220], [-0.018318, -1.653964, -2.010116], [-0.587402, -1.966860, -0.819196], [0.065288, -2.503914, -3.099674], [-0.632321, -4.058504, -3.007540], [1.572507, -1.685246, 3.377235], [0.724491, -0.215073, 3.223811], [0.000439, 0.041875, 2.070184], [-0.783831, 1.199907, 1.840326], [-2.588600, -1.594076, 1.218608], [-0.756833, 2.180360, 2.831600], [-1.649237, 3.621619, 2.591079], [-0.016802, 1.962429, 3.989294], [-0.006423, 3.155705, 5.194339], [0.720746, 0.765404, 4.195184], [1.593399, 0.547931, 5.637347], [-1.647309, 1.364519, 0.556786], [-1.251428, 2.097656, -0.136687], [-2.704779, 1.482838, 0.766025]],
  "forces_ev_per_a": [[0.536, 0.587, 0.417], [-0.008, 0.001, 0.004], [0.064, 0.015, -0.109], [0.024, -0.028, -0.099], [-0.013, -0.017, 0.008], [0.171, 0.001, -0.047], [-0.005, -0.032, -0.033], [-0.243, 0.581, 0.596], [0.087, -0.056, -0.447], [-0.391, -0.616, 0.489], [0.288, 0.255, -0.273], [-0.010, 0.015, -0.060], [0.029, 0.009, -0.052], [-0.064, 0.075, 0.004], [0.096, 0.133, -0.077], [-0.339, -0.617, -0.442], [-0.063, 0.008, -0.199], [-0.452, -0.246, 0.061], [-0.050, 0.060, -0.204], [0.030, 0.001, 0.070], [0.044, 0.043, 0.125], [0.010, -0.008, 0.021], [0.046, 0.128, 0.164], [0.008, -0.032, -0.001], [0.223, -0.403, -0.090], [0.000, 0.143, 0.080], [-0.017, -0.003, 0.094]]
}


Record 3
{
  "formula": "C4H2LiO2Pt",
  "method": "ωB97M-V/def2-TZVPD",
  "multiplicity": 3,
  "de_lowest_ev": 0.295,
  "e_lumo_ev": [-5.33, -7.31],
  "total_charge": 1,
  "symbols": ["H", "O", "C", "C", "C", "Li", "O", "C", "Pt", "H"],
  "coordinates": [[1.784280, 0.489788, 2.724939], [-0.126042, 0.918354, 2.169488], [0.977840, 0.389701, 1.977827], [1.302008, -0.090482, 0.677378], [1.249628, -0.406201, -0.526738], [-1.156214, 0.906606, 0.454683], [-1.031016, -0.438747, -2.520201], [-1.455999, -0.559884, -1.332702], [0.811422, 0.021481, -2.316741], [-2.355906, -1.230617, -1.307933]],
  "forces_ev_per_a": [[-0.454, -0.424, 0.048], [0.360, -0.630, -0.300], [0.113, 1.366, 0.144], [-0.373, -1.311, -2.389], [1.179, 1.284, 3.613], [0.476, -0.116, 0.456], [-4.320, -1.181, 2.349], [-0.312, 0.530, -3.826], [2.944, 0.566, -0.450], [0.387, -0.085, 0.356]]
}


Record 4
{
  "formula": "C3H16N2O4",
  "method": "ωB97M-V/def2-TZVPD",
  "de_lowest_ev": 2.391,
  "e_lumo_ev": 0.11,
  "smiles": "C/C(N)=C/N.O.O.O.O",
  "symbols": ["C", "C", "N", "C", "N", "H", "H", "H", "H", "H", "H", "H", "H", "O", "H", "H", "O", "H", "H", "O", "H", "H", "O", "H", "H"],
  "coordinates": [[-2.006634, -0.813830, -0.862824], [-0.770823, -0.113652, -0.482801], [-0.601673, 0.137776, 0.917552], [-0.016913, 0.526427, -1.412985], [1.241367, 0.989422, -1.226862], [-2.767727, -0.034964, -0.783483], [-1.909964, -1.418000, -1.691533], [-2.287521, -1.418297, 0.018844], [0.049197, 0.855823, 1.081464], [-0.555976, -0.535346, 1.660892], [-0.108705, 0.474981, -2.464861], [1.610398, 1.026272, -0.344178], [1.816760, 1.322415, -1.987136], [0.660273, -3.336172, 0.462448], [0.388143, -3.640532, 1.424896], [-0.030864, -2.603292, 0.275533], [3.318510, -1.328701, -0.846765], [3.039432, -2.309786, -1.105116], [2.616990, -0.703697, -0.542147], [1.346211, 2.395061, 1.331017], [1.453671, 1.484021, 1.779721], [2.111670, 2.790374, 1.795438], [-3.144323, 2.304341, 0.817153], [-2.639995, 2.441207, 1.591104], [-2.811504, 1.508150, 0.594628]],
  "forces_ev_per_a": [[-0.835, 1.207, 3.661], [1.110, 0.804, -0.674], [-0.376, 0.254, -0.560], [0.302, -1.863, 0.759], [0.760, 0.825, -1.274], [-0.676, -0.388, -1.106], [-0.310, -0.876, -2.021], [0.108, -0.363, -0.456], [0.301, 0.890, 0.171], [-0.132, -0.774, -0.430], [-1.510, -0.444, -0.890], [1.056, 0.658, 2.079], [-0.397, -0.106, 0.332], [-2.579, 0.892, 2.585], [0.888, 0.864, -2.976], [1.720, -1.703, 0.297], [-0.173, -2.129, -0.556], [0.025, 3.712, 1.249], [0.154, -1.724, -0.797], [1.442, -2.107, 2.107], [-0.458, 1.833, -0.979], [-0.497, 0.503, -0.568], [-2.186, 3.567, 0.262], [0.701, 0.871, 1.538], [1.562, -4.404, -1.753]]
}


Record 5
{
  "formula": "C10H18O2",
  "method": "ωB97M-V/def2-TZVPD",
  "de_lowest_ev": 2.603,
  "e_lumo_ev": 0.88,
  "smiles": "C1=COC=CO1.CC(C)C(C)C",
  "symbols": ["C", "C", "O", "C", "C", "O", "H", "H", "H", "H", "C", "C", "C", "C", "C", "C", "H", "H", "H", "H", "H", "H", "H", "H", "H", "H", "H", "H", "H", "H"],
  "coordinates": [[3.043249, 0.906962, -0.636327], [3.398345, 0.104302, 0.365008], [2.634651, -0.952581, 0.811460], [1.462681, -1.083292, 0.101024], [1.107358, -0.282298, -0.900887], [1.869465, 0.776824, -1.346193], [3.657407, 1.732469, -0.972342], [4.329487, 0.217852, 0.916382], [0.864226, -1.921487, 0.438397], [0.186468, -0.396102, -1.459130], [-1.849273, -1.852711, -0.056078], [-2.490448, -0.465156, 0.029418], [-3.172547, -0.139047, -1.303899], [-1.475492, 0.619606, 0.443376], [-0.791683, 0.293645, 1.773901], [-2.114958, 2.008268, 0.524934], [-1.018334, -1.861469, -0.762784], [-2.577963, -2.594723, -0.407095], [-1.471781, -2.197416, 0.911792], [-3.264930, -0.495514, 0.805392], [-3.845610, -0.951960, -1.603641], [-2.428577, -0.013588, -2.103637], [-3.771879, 0.781822, -1.254660], [-0.710136, 0.670332, -0.331174], [-0.196554, -0.613665, 1.737281], [-0.116875, 1.105148, 2.076509], [-1.536573, 0.167696, 2.574270], [-2.955065, 2.005358, 1.234437], [-1.388863, 2.753146, 0.880649], [-2.490768, 2.356489, -0.445602]],
  "forces_ev_per_a": [[0.369, -0.188, 0.450], [0.220, 0.423, -0.245], [0.102, 0.050, 0.153], [-0.170, -0.069, -0.675], [0.366, -0.772, 0.028], [-0.036, 0.151, -0.043], [-0.088, -0.148, 0.069], [-0.314, 0.006, -0.226], [0.151, 0.216, -0.190], [0.475, -0.138, 0.024], [-0.206, -0.194, 0.104], [0.020, 0.082, -0.071], [-0.138, 0.134, -0.050], [-0.221, 0.248, 0.182], [-0.205, 0.210, 0.251], [-0.144, 0.167, 0.081], [-0.076, -0.066, -0.047], [0.118, 0.148, 0.085], [-0.070, 0.055, -0.122], [-0.018, -0.022, 0.021], [0.129, 0.134, 0.055], [-0.104, -0.012, 0.118], [0.207, -0.290, -0.010], [-0.291, 0.177, 0.256], [-0.091, 0.029, 0.049], [-0.132, -0.124, -0.091], [0.090, 0.076, -0.170], [0.110, 0.026, -0.128], [-0.142, -0.210, -0.090], [0.090, -0.100, 0.234]]
}


Record 6
{
  "formula": "C2H8N3S",
  "method": "ωB97M-V/def2-TZVPD",
  "de_lowest_ev": 2.756,
  "e_lumo_ev": -3.62,
  "smiles": "NN1C[NH2+]CS1",
  "total_charge": 1,
  "symbols": ["N", "N", "C", "N", "C", "S", "H", "H", "H", "H", "H", "H", "H", "H"],
  "coordinates": [[1.334828, -1.969644, -0.101552], [0.830447, -0.774430, 0.258045], [-0.752855, -0.607362, 0.115384], [-0.970582, 0.840237, 0.547223], [-0.190425, 1.662572, -0.411682], [1.506975, 0.892741, -0.244536], [1.587272, -2.178157, -1.038972], [2.170642, -2.205650, 0.473725], [-1.245378, -0.805023, -0.942965], [-1.141518, -1.392603, 0.811678], [-1.977885, 1.143652, 0.619013], [-0.500974, 1.077221, 1.456671], [-0.565110, 1.570817, -1.473210], [-0.085438, 2.745634, -0.068826]],
  "forces_ev_per_a": [[1.370, -0.818, 1.234], [-3.416, 2.603, 0.105], [1.605, -1.800, -0.447], [-0.486, 0.049, 0.421], [1.658, 0.786, -1.146], [-0.741, -0.494, -0.297], [-0.217, 0.365, -1.380], [-1.154, 0.292, -0.271], [1.243, 0.824, 1.968], [0.037, 1.147, -0.350], [1.051, -0.634, -0.237], [-0.618, -0.931, -0.501], [0.100, 0.127, 1.416], [-0.429, -1.515, -0.514]]
}


Record 7
{
  "formula": "H12O6",
  "method": "ωB97M-V/def2-TZVPD",
  "de_lowest_ev": 1.514,
  "e_lumo_ev": -0.33,
  "smiles": "O.O.O.O.O.O",
  "symbols": ["O", "H", "H", "O", "H", "H", "O", "H", "H", "O", "H", "H", "O", "H", "H", "O", "H", "H"],
  "coordinates": [[28.591996, -4.659888, 17.298586], [28.950326, -4.001000, 16.703858], [29.332925, -5.232580, 17.496792], [26.548404, -4.104465, 15.311371], [26.821383, -4.593944, 14.535410], [26.885383, -4.614704, 16.047811], [29.372072, -7.901083, 11.196167], [29.569450, -7.548159, 12.063748], [29.853571, -8.727480, 11.158008], [28.156364, -6.055009, 14.325060], [28.887182, -6.665548, 14.228260], [28.570886, -5.210843, 14.503342], [30.529819, -6.825543, 13.337921], [31.365471, -7.212604, 13.598878], [30.754987, -5.941692, 13.047533], [29.835774, -2.972335, 15.307918], [30.627908, -2.562335, 14.960554], [29.290738, -3.132319, 14.537489]],
  "forces_ev_per_a": [[-0.304, -0.250, 0.287], [0.244, 0.462, -0.179], [0.086, -0.184, 0.086], [-0.148, 0.806, -0.257], [-0.397, -0.339, -0.088], [0.180, -0.288, 0.355], [-0.367, -0.173, -0.673], [0.100, 0.065, 0.179], [0.043, -0.196, -0.088], [-0.467, 0.006, -0.135], [0.212, -0.165, -0.076], [0.268, 0.015, 0.321], [0.404, 0.043, 0.493], [0.253, -0.265, 0.098], [-0.019, 0.328, -0.206], [0.065, -0.227, 0.019], [0.265, 0.165, 0.056], [-0.416, 0.198, -0.191]]
}


Record 8
{
  "formula": "C17H20BFO13P",
  "method": "ωB97M-V/def2-TZVPD",
  "e_lumo_ev": 0.23,
  "total_charge": -1,
  "symbols": ["C", "C", "F", "C", "C", "C", "O", "B", "P", "O", "O", "O", "O", "H", "H", "H", "H", "H", "H", "H", "H", "H", "H", "H", "H", "C", "C", "C", "O", "C", "C", "C", "O", "O", "O", "H", "H", "H", "H", "C", "C", "C", "O", "C", "C", "C", "O", "O", "O", "H", "H", "H", "H"],
  "coordinates": [[-1.975960, 3.102061, -0.341840], [-2.791725, 1.850156, -0.055426], [-3.911710, 1.787984, -0.886178], [-1.986649, 0.575355, -0.157284], [-1.350389, 0.295945, -1.520271], [-1.707234, -0.962764, -2.286638], [-0.832933, -0.824549, -3.405434], [-0.752041, 0.637253, -3.623191], [1.078603, 1.413289, -3.404551], [1.336613, 1.999002, -2.067514], [2.307819, 0.397988, -3.732173], [1.241076, 2.609276, -4.517852], [-1.514293, 1.263009, -2.518044], [-0.935856, 2.877822, -0.553269], [-2.364645, 3.548456, -1.252386], [-2.066363, 3.847096, 0.444385], [-3.161757, 1.907636, 0.970285], [-2.563443, -0.274242, 0.205957], [-1.169557, 0.696647, 0.553009], [-0.283594, 0.141715, -1.307112], [-2.715840, -0.832965, -2.695684], [-1.578008, -1.919010, -1.787802], [-1.178838, 0.996572, -4.715030], [2.276302, 0.187063, -4.671546], [0.602844, 3.267971, -4.230143], [1.559705, 2.177709, 3.002574], [1.913088, 3.172517, 3.822648], [2.480645, 4.474566, 3.314976], [2.753936, 5.321752, 4.155088], [2.666738, 4.646104, 1.894993], [2.315108, 3.651336, 1.054842], [1.733494, 2.356810, 1.566955], [1.459586, 1.561693, 0.705576], [2.434275, 3.717039, -0.251520], [1.799884, 3.110626, 5.147801], [1.152823, 1.240444, 3.355482], [3.082817, 5.581151, 1.548414], [2.081362, 2.874318, -0.659392], [2.127485, 3.971396, 5.473500], [-0.614852, -4.967427, -0.365548], [0.151038, -6.060570, -0.256745], [0.550076, -6.630431, 1.079107], [1.233002, -7.639844, 1.080243], [0.106864, -5.952768, 2.282115], [-0.656536, -4.856503, 2.175861], [-1.078011, -4.301203, 0.838995], [-1.786411, -3.315092, 0.845296], [-1.104590, -4.173738, 3.216694], [0.618962, -6.732105, -1.300622], [-0.906457, -4.549851, -1.319377], [0.412278, -6.360439, 3.235132], [-1.626065, -3.434135, 2.844828], [1.137331, -7.472122, -0.932182]],
  "forces_ev_per_a": [[-0.260, 0.214, -0.513], [0.461, -0.106, 0.452], [-0.218, 0.041, 0.013], [-0.124, 0.241, -0.275], [0.322, -0.846, 0.755], [-0.033, 0.580, -0.933], [0.213, -0.136, 0.043], [-0.665, 0.040, -0.445], [-0.353, -0.246, 0.672], [0.378, 0.343, 0.712], [0.040, 0.502, -0.597], [0.402, -0.430, -0.236], [0.286, 0.193, -0.094], [0.179, -0.061, 0.103], [-0.025, 0.051, -0.149], [0.057, 0.001, 0.215], [-0.318, -0.002, 0.044], [-0.240, -0.115, -0.157], [0.070, 0.037, 0.171], [0.195, 0.253, -0.042], [-0.405, -0.365, 0.479], [0.125, -0.095, 0.151], [0.132, 0.045, 0.003], [0.104, -0.285, -0.097], [-0.109, 0.308, -0.138], [-0.057, -0.149, -0.116], [-0.072, -0.175, -0.023], [0.124, 0.190, -0.603], [-0.021, -0.049, 0.297], [0.051, 0.152, 0.394], [0.145, 0.357, -0.554], [0.127, 0.342, 0.073], [-0.352, -0.945, 0.248], [0.010, -0.069, 0.736], [0.002, 0.019, 0.082], [-0.011, 0.012, 0.032], [-0.014, -0.001, -0.035], [-0.176, 0.014, -0.609], [0.030, 0.095, -0.037], [-0.105, 0.096, -0.006], [-0.099, 0.162, -0.116], [-0.056, 0.113, 0.350], [0.039, -0.053, -0.166], [0.080, -0.144, -0.007], [0.124, -0.132, 0.142], [0.115, -0.084, -0.432], [-0.096, 0.078, 0.215], [-0.080, 0.078, 0.002], [0.043, -0.099, -0.001], [0.032, 0.002, -0.011], [-0.013, 0.018, 0.015], [-0.012, 0.039, -0.035], [0.027, -0.031, 0.029]]
}